Molecular formula: C4H16N3O
Method: DFT, wB97M-V/def2-TZVPD

Output
Charge   +1
Molar mass   122.19 g mol⁻¹
Kohn-Sham gap   9.015 eV
Energy above the lowest of the compared OMol25 structures with the same formula, charge and spin   84.68 kcal per mole
E_tot   -401.1624 a.u.

Each line ends with the Löwdin charge.
Atoms and positions in Å:
1 N -0.80113 0.51973 -0.98376  0.22
2 C 0.53673 -0.47419 -0.69056  -0.18
3 C 0.85479 -0.42098 0.80883  -0.16
4 C 0.21107 -1.53662 1.71834  -0.29
5 N -1.09361 -1.16494 2.02966  -0.04
6 C 1.79749 0.07033 -1.45875  -0.28
7 N 2.33593 1.24333 -0.85484  -0.01
8 H -1.43504 0.03439 -0.51121  0.01
9 H -0.65717 1.30091 -0.28612  0.17
10 H -0.98816 0.54303 -1.93717  0.13
11 H 0.31383 -1.36237 -1.32418  0.15
12 H 0.68546 0.63363 1.08391  0.11
13 H 1.97645 -0.50585 0.89472  0.13
14 H 0.80889 -1.69304 2.76027  0.17
15 H 0.08709 -2.50350 1.21694  0.11
16 H -1.80928 -1.00642 1.26252  0.10
17 H -1.18148 -0.67931 2.89215  0.07
18 H 2.48149 -0.78587 -1.23901  0.13
19 H 1.69411 -0.01538 -2.58850  0.13
20 H 1.73719 2.11252 -0.95580  0.11
21 H 3.29892 1.57145 -0.90052  0.10
22 H -3.91576 1.14765 0.36972  0.18
23 H -3.81277 1.76325 -0.88821  0.07
24 O -3.12502 1.20824 -0.41844  -0.15

Molecular formula: C19H20ClIN2Ti
Method: DFT, wB97M-V/def2-TZVPD

Output
Charge   0
⟨S²⟩   2.027
Molar mass   486.61 g mol⁻¹
Kohn-Sham gap (spin up / spin down)   5.728 / 7.141 eV
Multiplicity   3
Energy above the lowest of the compared OMol25 structures with the same formula, charge and spin   29.71 kcal per mole
E_tot   -2452.8323 a.u.

Each line ends with the Löwdin spin population.
Atoms and positions in Å:
1 C 2.64517 3.12460 0.09538  0.01
2 C 3.23371 1.76982 -0.32367  0.01
3 H 1.99970 3.52686 -0.70848  0.00
4 H 3.35816 3.92704 0.40785  0.00
5 H 1.95499 3.01546 1.00860  0.00
6 H 2.51439 1.19018 -0.93054  0.01
7 H 4.17528 1.89053 -0.88808  0.00
8 H 3.54162 1.15120 0.51913  0.00
9 C -2.31691 1.41168 -1.03066  0.05
10 C -3.54066 1.30272 -1.63396  0.05
11 C -3.73334 0.31727 -2.59825  0.07
12 C -2.67739 -0.57755 -2.81533  0.02
13 H -2.16242 2.16267 -0.24454  0.00
14 H -4.30403 2.00074 -1.31138  0.00
15 H -4.68847 0.23359 -3.13849  0.00
16 H -2.85594 -1.48233 -3.39689  0.00
17 N -1.22696 0.68535 -1.41244  0.09
18 C -1.38656 -0.38084 -2.27383  0.09
19 C -0.22930 -1.29840 -2.37708  0.11
20 N 0.91770 -0.96610 -1.66695  0.13
21 C 1.95375 -1.88556 -1.69912  0.06
22 C 0.67333 -3.46946 -3.03188  0.09
23 C 1.85195 -3.13273 -2.34567  0.05
24 H 2.88219 -1.57784 -1.19595  0.00
25 H 2.68829 -3.84800 -2.31755  0.00
26 C -0.36258 -2.54587 -3.02905  0.01
27 H -1.33337 -2.76932 -3.47796  0.00
28 H 0.54697 -4.42484 -3.54891  0.00
29 Ti 0.49263 0.69026 -0.35749  1.15
30 I -0.29053 3.03687 1.00919  0.01
31 Cl -2.81420 0.59836 2.08605  0.00
32 C -1.34164 0.25749 2.93489  -0.01
33 C -1.31500 0.63192 4.27509  0.00
34 C -0.20545 0.30319 5.06248  -0.01
35 C 0.83799 -0.43768 4.49756  0.00
36 C 0.79309 -0.83569 3.16427  -0.01
37 C -0.23361 -0.36554 2.30497  0.00
38 C -0.20785 -0.69595 0.88152  -0.02
39 H -2.16027 1.20807 4.66386  0.00
40 H -0.17459 0.63634 6.09008  0.00
41 H 1.71206 -0.68496 5.09236  0.00
42 H 1.54335 -1.52067 2.73119  0.00
43 H -1.16828 -0.63979 0.37081  0.00
44 H 0.41308 -1.53309 0.55883  0.00

Molecular formula: C2H5N
Method: DFT, wB97M-V/def2-TZVPD

Output
Charge   0
Molar mass   43.07 g mol⁻¹
Kohn-Sham gap   7.480 eV
Energy above the lowest of the compared OMol25 structures with the same formula, charge and spin   89.40 kcal per mole
E_tot   -133.7910 a.u.

Each line ends with the Löwdin charge.
Atoms and positions in Å:
1 C -0.31290 -0.10711 0.91388  -0.21
2 C 0.50522 -0.33278 -0.81381  -0.05
3 N -0.23688 0.70504 -0.35232  -0.14
4 H 0.32100 0.39890 1.66103  0.09
5 H -0.11812 -1.16257 0.96309  0.06
6 H -1.34556 -0.01063 1.23229  0.08
7 H 1.58754 -0.37117 -0.68473  0.09
8 H 0.05936 -1.15047 -1.30586  0.07

Molecular formula: C4H4N2O
Method: DFT, wB97M-V/def2-TZVPD

Output
Charge   0
SMILES   O=c1cc[nH]cn1
Molar mass   96.09 g mol⁻¹
Kohn-Sham gap   9.691 eV
Energy above the lowest of the compared OMol25 structures with the same formula, charge and spin   4.34 kcal per mole
E_tot   -339.5748 a.u.

Each line ends with the Löwdin charge.
Atoms and positions in Å:
1 O 1.00188 -0.21549 -2.51860  0.05
2 C 0.66406 -0.15173 -1.35437  -0.49
3 C -0.58686 -0.74427 -0.85312  0.01
4 C -1.03797 -0.42630 0.37079  -0.09
5 N -0.27703 0.39011 1.17792  0.05
6 C 0.96723 0.76511 0.75643  -0.18
7 N 1.46905 0.50858 -0.39474  0.15
8 H -1.14786 -1.39331 -1.51317  0.11
9 H -1.96816 -0.79030 0.79294  0.12
10 H -0.63919 0.75037 2.04535  0.14
11 H 1.55453 1.30933 1.49588  0.13

Molecular formula: C5H12O2
Method: DFT, wB97M-V/def2-TZVPD

Output
Charge   0
SMILES   CC[C@@H](O)CCO
Molar mass   104.15 g mol⁻¹
Kohn-Sham gap   10.779 eV
Energy above the lowest of the compared OMol25 structures with the same formula, charge and spin   16.96 kcal per mole
E_tot   -348.1778 a.u.

Each line ends with the Löwdin charge.
Atoms and positions in Å:
1 C 0.27628 2.01479 1.82631  -0.11
2 C -0.21181 1.57896 0.44795  -0.22
3 C 0.21895 0.14681 0.14070  -0.42
4 O -0.26955 -0.71715 1.15986  -0.04
5 C -0.20997 -0.31974 -1.25008  -0.14
6 C 0.15401 -1.77372 -1.52454  -0.24
7 O -0.67454 -2.64872 -0.75317  -0.08
8 H -0.07830 3.01693 2.08673  0.07
9 H -0.07909 1.31057 2.58397  0.07
10 H 1.37262 2.02309 1.86448  0.08
11 H 0.17489 2.25237 -0.32951  0.11
12 H -1.30849 1.62637 0.40209  0.12
13 H 1.32121 0.10485 0.18582  0.15
14 H -0.88855 -1.33274 0.74332  0.07
15 H 0.26051 0.32000 -2.00785  0.13
16 H -1.29735 -0.20717 -1.36651  0.13
17 H 1.21503 -1.94184 -1.29371  0.13
18 H 0.00450 -2.01465 -2.58377  0.11
19 H -0.10941 -3.14754 -0.15365  0.09